C4H6NPS | ωB97M-V/def2-TZVPD

## Properties
**Maximum force**: 4.67 eV Å⁻¹
**HOMO-LUMO gap (alpha / beta)**: 8.23 / 8.23 eV
**Net charge**: 0
**ΔE to the lowest compared entry with this formula, charge and spin**: 63.5 kcal/mol

Each line ends with the Löwdin charge.
Positions of all 13 atoms, in Å:
C -0.6936 0.3835 -0.7433  -0.285
C -2.1656 -0.0481 -0.5210  -0.381
C 0.1437 -0.5340 0.1669  -0.615
C -0.2025 0.8041 0.6145  -0.173
N -0.9147 -1.8964 0.9330  -0.375
P 1.6592 -1.4835 -0.3459  0.827
S -2.3026 -1.2386 0.6159  0.865
H -0.4479 1.0583 -1.6114  0.151
H -2.9323 0.2884 -1.1841  0.048
H 0.5673 1.5228 0.6764  0.101
H -0.9946 0.7738 1.3401  0.084
H 2.4860 -1.1564 0.7418  -0.123
H 2.1993 -0.4813 -1.1737  -0.123